1.
{
  "formula": "C5H8",
  "method": "wB97M-V/def2-TZVPD",
  "charge": 0,
  "homo_energy_ha": -0.290,
  "orbital_gap_ev": 9.05,
  "energy_ev": -5309.7380,
  "species": ["C", "C", "C", "C", "C", "H", "H", "H", "H", "H", "H", "H", "H"],
  "coordinates": [[-1.2145, -0.8151, 0.2572], [-0.3586, -0.7752, 1.4663], [1.2058, 0.3424, 0.1468], [0.6873, 0.3459, -1.2443], [-0.3493, 0.3621, -0.1620], [-1.1041, -1.7026, -0.3737], [-2.2641, -0.5123, 0.3226], [-0.7222, 0.0842, 2.0664], [1.7085, -0.5504, 0.4888], [1.5817, 1.2627, 0.5801], [0.7741, 1.2639, -1.8174], [0.7982, -0.5673, -1.8213], [-0.8026, 1.3284, 0.0362]],
  "forces_ev_per_a": [[0.01, -0.11, -0.02], [-0.32, 0.03, 0.05], [0.35, 0.08, 0.07], [0.03, -0.04, -0.14], [-0.15, 0.16, 0.01], [0.02, 0.15, 0.10], [0.18, 0.01, -0.01], [0.02, -0.18, -0.03], [-0.15, 0.17, -0.06], [-0.03, -0.10, -0.14], [-0.06, -0.14, 0.06], [-0.02, 0.13, 0.09], [0.13, -0.18, 0.01]],
  "lowdin_charge": [-0.274, 0.052, -0.128, -0.120, -0.313, 0.098, 0.106, 0.026, 0.089, 0.109, 0.106, 0.110, 0.139]
}


2.
{
  "formula": "C20H16F3N3O6S",
  "method": "wB97M-V/def2-TZVPD",
  "charge": 0,
  "homo_energy_ha": -0.326,
  "orbital_gap_ev": 8.12,
  "energy_ev": -56741.5010,
  "species": ["C", "C", "C", "N", "C", "O", "N", "C", "O", "C", "O", "C", "O", "C", "C", "C", "C", "C", "C", "S", "C", "C", "C", "C", "C", "F", "F", "F", "C", "C", "N", "O", "O", "H", "H", "H", "H", "H", "H", "H", "H", "H", "H", "H", "H", "H", "H", "H", "H"],
  "coordinates": [[-2.0149, -5.5047, -1.1789], [-2.9877, -4.7197, -1.6003], [-3.2546, -3.3222, -1.1241], [-2.3637, -2.8925, -0.0745], [-1.5243, -1.8719, -0.2265], [-1.4335, -1.1470, -1.1971], [-0.6759, -1.6139, 0.8777], [-0.5229, -2.3120, 2.0246], [-1.1018, -3.3415, 2.2976], [0.4970, -1.7090, 2.9843], [0.9754, -0.4568, 2.5144], [1.6117, 0.3177, 3.4109], [1.8495, -0.0360, 4.5352], [2.0181, 1.6372, 2.8577], [3.1474, 2.2238, 3.4297], [3.5976, 3.4576, 3.0037], [2.9045, 4.1370, 2.0133], [1.7681, 3.5784, 1.4578], [1.3288, 2.3218, 1.8555], [-0.2426, 1.7190, 1.2186], [0.0536, 1.7026, -0.5014], [1.3297, 1.8219, -1.0632], [1.5041, 1.8008, -2.4266], [0.4063, 1.6599, -3.2798], [0.6494, 1.6503, -4.7626], [-0.4700, 1.5633, -5.4844], [1.4365, 0.6270, -5.1389], [1.2834, 2.7684, -5.1685], [-0.8601, 1.5094, -2.7558], [-1.0287, 1.5201, -1.3769], [-2.3326, 1.3040, -0.8511], [-2.4147, 1.1603, 0.3607], [-3.2770, 1.2978, -1.6024], [-1.8867, -6.4994, -1.5685], [-1.3038, -5.1932, -0.4320], [-3.6847, -5.0601, -2.3539], [-4.2906, -3.2556, -0.7686], [-3.1391, -2.6196, -1.9562], [-2.3145, -3.4358, 0.7812], [-0.1394, -0.7583, 0.7863], [1.3313, -2.4129, 3.0965], [0.0361, -1.5906, 3.9719], [3.6562, 1.6863, 4.2153], [4.4763, 3.8960, 3.4503], [3.2363, 5.1103, 1.6856], [1.2085, 4.1194, 0.7091], [2.1896, 1.9158, -0.4195], [2.4957, 1.8853, -2.8444], [-1.7271, 1.3616, -3.3818]],
  "forces_ev_per_a": [[0.06, -0.12, -0.01], [-0.09, 0.21, 0.01], [-0.05, 0.16, -0.17], [-0.34, -0.54, 0.18], [0.28, 0.10, 0.35], [0.02, -0.12, -0.32], [0.06, 0.27, -0.34], [0.32, 0.36, 0.00], [-0.04, -0.26, 0.30], [-0.01, -0.45, 0.61], [0.13, -0.19, -0.08], [0.08, -0.15, 0.21], [-0.03, -0.04, -0.09], [0.08, 0.24, -0.14], [-0.08, -0.06, 0.04], [0.01, -0.07, 0.03], [-0.08, -0.02, -0.04], [0.12, 0.10, 0.11], [-0.31, -0.23, -0.23], [0.46, 0.64, 0.63], [-0.37, -0.04, -0.24], [-0.02, -0.06, -0.04], [-0.28, -0.05, -0.15], [-0.02, -0.01, 0.04], [0.12, 0.06, -0.19], [-0.31, -0.04, 0.08], [0.09, -0.17, 0.13], [0.07, 0.16, 0.13], [0.07, 0.01, 0.06], [1.33, 0.32, -0.39], [-0.68, 0.14, 0.23], [-0.42, -0.16, -0.10], [-0.28, -0.04, -0.22], [-0.03, -0.18, -0.12], [0.11, 0.13, 0.16], [-0.06, -0.14, -0.09], [0.09, 0.05, -0.11], [-0.12, -0.08, 0.13], [0.13, 0.18, -0.04], [-0.14, -0.11, -0.04], [-0.18, 0.08, -0.03], [0.03, -0.08, -0.23], [0.04, -0.03, 0.07], [0.09, 0.03, 0.04], [0.04, 0.10, -0.03], [-0.05, 0.05, -0.05], [0.02, 0.01, 0.00], [0.11, 0.02, -0.02], [0.02, 0.00, -0.02]],
  "lowdin_charge": [0.011, -0.156, -0.172, 0.096, -0.481, 0.079, 0.205, -0.414, 0.080, -0.044, -0.057, -0.445, 0.141, -0.124, -0.004, -0.058, -0.057, -0.100, -0.409, 1.147, -0.378, -0.050, 0.018, -0.095, -0.590, 0.151, 0.144, 0.138, 0.084, -0.180, -0.365, -0.040, 0.108, 0.052, 0.052, 0.097, 0.128, 0.126, 0.122, 0.099, 0.154, 0.150, 0.123, 0.108, 0.110, 0.117, 0.110, 0.131, 0.139]
}


3.
{
  "formula": "C5H10O2",
  "method": "wB97M-V/def2-TZVPD",
  "charge": 0,
  "homo_energy_ha": -0.321,
  "orbital_gap_ev": 9.12,
  "energy_ev": -9437.3853,
  "species": ["C", "O", "H", "H", "H", "H", "C", "C", "C", "C", "O", "H", "H", "H", "H", "H", "H"],
  "coordinates": [[-1.3461, 0.9130, 0.7111], [-1.8929, 1.8869, -0.0889], [-1.8660, 1.5077, -1.0011], [-0.8005, 1.3511, 1.5549], [-2.0639, 0.1786, 1.0935], [0.2236, 0.7648, 0.2283], [-0.4038, -1.5679, 0.0719], [-0.4355, -0.1834, -0.5248], [1.3271, 0.5102, -0.4700], [2.3547, -0.1066, 0.0988], [-0.8995, 0.0852, -1.6426], [1.4107, 1.2023, -1.2986], [-1.3958, -2.0075, -0.0301], [0.3018, -2.1895, -0.4793], [-0.1147, -1.5683, 1.1230], [3.3692, 0.0373, -0.2562], [2.2318, -0.8138, 0.9100]],
  "forces_ev_per_a": [[0.16, -0.91, -0.75], [0.01, 0.06, -0.10], [0.03, 0.01, 0.15], [0.09, 0.01, -0.08], [-0.05, 0.05, 0.00], [1.33, -0.55, -0.84], [0.69, -0.07, -0.07], [-2.37, 0.75, 0.87], [-0.26, 0.49, 0.73], [-0.12, -0.09, -0.16], [0.66, -0.03, 0.26], [0.00, -0.06, -0.04], [-0.02, 0.20, 0.02], [-0.03, -0.03, -0.04], [-0.04, 0.09, 0.01], [-0.03, 0.03, -0.03], [-0.06, 0.05, 0.05]],
  "lowdin_charge": [-0.192, -0.072, 0.085, 0.115, 0.105, 0.134, -0.027, -0.580, -0.068, 0.022, -0.032, 0.106, 0.096, 0.091, 0.088, 0.066, 0.063]
}


4.
{
  "formula": "C30H19Br2IrN3O6",
  "method": "wB97M-V/def2-TZVPD",
  "charge": 0,
  "spin_multiplicity": 6,
  "homo_energy_ha": [-0.212, -0.334],
  "orbital_gap_ev": [5.00, 5.13],
  "energy_ev": -191089.1629,
  "species": ["Ir", "Br", "C", "C", "C", "C", "C", "C", "C", "C", "C", "C", "H", "H", "H", "H", "H", "H", "O", "C", "O", "C", "C", "N", "N", "C", "C", "O", "O", "H", "H", "H", "Br", "C", "C", "C", "C", "C", "C", "C", "O", "O", "H", "H", "H", "H", "C", "C", "C", "C", "C", "C", "C", "C", "N", "H", "H", "H", "H", "H", "H"],
  "coordinates": [[-0.1985, 0.2318, 0.6262], [-2.8142, -0.1455, 1.5221], [-2.1289, -1.2344, 2.8919], [-2.8385, -1.6280, 3.9631], [-2.2931, -2.1894, 5.1164], [-0.9617, -2.3591, 5.1981], [-0.0943, -2.0870, 4.0722], [1.2341, -2.5539, 4.1195], [2.0440, -2.2512, 3.0467], [1.5143, -1.8286, 1.8792], [0.2573, -1.2440, 1.8503], [-0.7039, -1.5379, 2.8689], [-3.8867, -1.4161, 3.9437], [-2.9519, -2.5194, 5.8812], [-0.4017, -2.6923, 6.0978], [1.5058, -3.1582, 4.9528], [3.1074, -2.4709, 3.0175], [2.0335, -1.9876, 0.9529], [1.1750, 1.0388, -4.6772], [2.2919, 0.6681, -4.0700], [3.2503, 0.1491, -4.6298], [2.3507, 0.7569, -2.5267], [3.2706, 0.1526, -1.6426], [2.7455, 0.0541, -0.3997], [1.4366, 0.5812, -0.4137], [1.2294, 1.1120, -1.6695], [-0.0959, 1.6971, -1.8803], [-0.5425, 2.1748, -2.9407], [-0.8371, 1.5543, -0.8137], [0.4775, 1.5120, -4.0535], [4.1905, -0.3449, -2.0219], [3.1722, -0.5614, 0.3544], [-1.4942, -5.7923, -4.7922], [-1.8905, -4.0787, -4.0791], [-2.9151, -3.2692, -4.5928], [-3.2755, -2.1124, -3.9054], [-2.4156, -1.7022, -2.8358], [-1.3018, -2.4701, -2.4349], [-1.2114, -3.7773, -2.9272], [-0.3964, -1.8863, -1.4208], [-1.0808, -1.1133, -0.5848], [0.8631, -1.9646, -1.4178], [-3.5122, -3.6027, -5.4186], [-3.8845, -1.3172, -4.2742], [-2.7422, -0.7173, -2.4555], [-0.4978, -4.4563, -2.5090], [0.1907, 1.6857, 2.1350], [0.4032, 3.0087, 1.4508], [1.6671, 3.3521, 0.9479], [1.8656, 4.5500, 0.3251], [0.7846, 5.4620, 0.0517], [-0.4537, 5.0715, 0.5382], [-0.6302, 3.8701, 1.2191], [1.1508, 6.5741, -0.7335], [1.4325, 7.4394, -1.4485], [-0.7477, 1.5897, 2.7491], [0.9966, 1.1967, 2.7163], [2.5614, 2.7515, 1.1747], [2.8572, 4.8901, 0.0236], [-1.2677, 5.7284, 0.2533], [-1.5933, 3.6172, 1.6299]],
  "forces_ev_per_a": [[-1.43, 1.81, -0.31], [-1.23, -0.17, 0.47], [4.50, 0.04, -1.15], [-1.94, -0.35, 2.12], [-1.97, 0.56, -1.35], [4.53, -0.12, -0.74], [-3.91, -0.81, 1.07], [-0.55, 1.01, 0.51], [2.31, -0.54, -1.26], [1.87, -0.48, 0.09], [-3.47, -0.33, 0.71], [0.22, 0.11, 1.03], [-0.58, -0.07, 0.12], [-0.42, 0.00, 0.63], [-0.90, 0.08, -0.49], [0.52, -0.18, 0.41], [-0.13, -0.53, 0.30], [0.31, 0.04, -0.26], [-0.38, 0.64, 1.21], [1.64, -0.81, 0.48], [-1.52, 0.92, 0.55], [-2.03, 0.61, 1.24], [-0.47, -0.55, -1.50], [-0.28, 0.09, -1.16], [4.55, 0.75, -2.07], [3.32, -2.20, -0.06], [-2.75, 0.31, 0.05], [1.55, -0.76, 0.99], [-0.12, 0.97, -1.15], [1.11, -0.57, -0.86], [-0.67, 0.50, 0.88], [-1.42, 1.42, -1.08], [-0.26, 0.03, -0.34], [-1.02, -0.52, 0.21], [-0.35, -0.13, 0.58], [3.17, -0.10, 0.94], [-1.04, 0.18, -1.14], [-1.92, 0.06, 0.12], [1.01, 1.51, -0.38], [2.49, 0.79, 0.59], [0.54, -1.17, -0.19], [-3.14, -0.42, -0.02], [0.09, -0.12, -0.49], [-0.99, -0.24, -0.31], [1.07, -0.62, 0.28], [0.37, -0.22, 0.04], [-1.30, -1.14, 0.72], [1.03, -1.32, 0.33], [0.80, -0.05, 0.75], [-0.26, 1.43, -0.64], [1.55, -2.82, 1.23], [-0.22, 0.88, -0.96], [-0.71, 0.81, 0.14], [-0.51, 1.50, -1.09], [-0.09, -0.63, 0.69], [0.94, 0.61, -0.36], [-0.04, 0.83, -0.26], [-0.61, 0.05, -0.19], [-0.16, -0.38, 0.03], [-0.33, -0.23, 0.47], [-0.32, 0.04, -0.15]],
  "lowdin_charge": [1.571, 0.923, -0.576, -0.142, -0.082, -0.028, -0.146, -0.012, -0.089, -0.143, -0.317, -0.184, 0.099, 0.103, 0.124, 0.110, 0.111, 0.080, 0.114, -0.466, 0.086, 0.004, 0.016, 0.069, -0.112, -0.093, -0.499, 0.081, -0.181, 0.107, 0.161, 0.180, 0.740, -0.670, -0.104, -0.044, 0.001, -0.122, -0.082, -0.476, -0.287, 0.037, 0.097, 0.099, 0.125, 0.106, -0.219, -0.317, -0.065, -0.019, -0.216, -0.004, -0.043, -0.192, 0.164, 0.061, 0.075, 0.121, 0.121, 0.124, 0.121]
}


Question: charge of number 2 (C20H16F3N3O6S)?
Answer: 0


Question: Look up the charge of the second one.
Answer: 0